C49H59BBrCaClN6O7 as an isolated structure at a distorted geometry, computed with ωB97M-V/def2-TZVPD.

```
125
C49H59BBrCaClN6O7 ωB97M-V/def2-TZVPD
Br 1.469 -6.425 2.326
Ca 1.006 0.946 1.315
Cl -9.395 -2.621 2.257
O 2.848 4.721 0.728
O 3.244 0.647 0.439
O -2.797 -3.776 -3.205
O -0.817 1.487 3.993
O -0.411 -0.559 2.316
O 4.493 3.055 1.332
O 1.354 2.412 -0.882
N -1.681 -1.547 -1.755
N 2.163 2.820 2.533
N 2.312 -0.003 3.240
N -0.693 -1.629 -2.657
N -0.886 2.420 1.351
N 0.098 -0.742 -0.706
C -7.100 -2.224 -1.607
C -1.198 -1.065 -0.605
C -4.401 -3.121 0.112
C 1.492 3.917 3.219
C 2.265 4.913 3.608
C 3.125 2.240 3.469
C 3.574 4.823 -1.632
C -6.218 -2.084 -2.886
C 5.429 2.744 -0.886
C -3.115 -1.716 -2.137
C 4.067 3.234 3.875
C -7.695 -3.443 -1.275
C 7.367 1.716 -2.737
C -4.132 1.021 0.148
C -3.102 1.424 1.005
C -0.514 -4.228 2.411
C -1.914 2.411 -0.834
C -0.910 -2.901 2.442
C 4.393 0.549 4.498
C 6.826 3.792 -4.116
C 5.334 1.457 4.895
C 3.649 4.363 -0.315
C -8.440 -3.577 -0.121
C -3.705 -3.118 -2.319
C 1.758 -3.527 2.672
C 5.209 2.831 4.520
C -7.982 -1.260 0.445
C 0.854 -4.537 2.524
C -4.729 -5.173 -1.252
C 0.369 -1.169 -2.007
C 6.224 2.590 -3.335
C -4.057 1.414 -1.183
C -1.988 2.089 0.536
C -3.815 -3.968 -1.001
C 1.415 -2.162 2.707
C 5.330 3.176 -2.224
C -5.053 -3.024 -3.163
C 3.659 4.600 3.335
C -2.962 2.090 -1.681
C 4.332 4.141 -2.520
C 3.252 0.913 3.711
C 2.519 -1.226 2.936
C 5.358 1.646 -4.191
C -2.492 -4.610 -0.569
C 4.605 3.380 0.023
C -8.569 -2.479 0.759
C 0.009 -1.787 2.459
C 4.030 -0.508 0.085
C -7.314 -1.102 -0.767
B 3.350 3.859 1.842
H 3.369 -1.071 -0.537
H 3.831 1.332 0.799
H -2.923 2.377 -2.721
H 1.792 5.733 4.096
H -4.920 0.451 0.545
H -3.726 -1.171 -1.401
H -3.243 1.130 2.040
H 7.208 4.529 -3.399
H -3.157 -1.206 -3.122
H 4.942 -0.242 -0.466
H -1.734 -3.847 -0.405
H 8.051 1.425 -3.561
H 6.199 1.129 5.459
H 0.490 3.854 3.556
H 7.683 3.468 -4.726
H -4.515 -3.770 0.961
H 3.525 -1.617 3.106
H 6.053 1.902 -0.626
H -4.421 -5.694 -2.115
H -6.832 -2.275 -3.743
H 4.191 4.381 -3.560
H -8.156 -0.429 1.139
H -5.430 -4.063 -3.185
H -1.965 -2.621 2.327
H -0.510 3.368 1.123
H 2.791 -3.752 2.759
H -5.735 -4.799 -1.403
H 2.265 2.161 -1.115
H -3.219 -4.450 -3.731
H 4.383 -1.046 0.925
H 6.135 4.254 -4.836
H -1.020 2.961 -1.144
H -5.859 -1.091 -2.975
H 4.468 2.123 -4.599
H -4.746 -5.804 -0.333
H -3.721 -2.296 0.392
H 4.404 -0.477 4.906
H -5.369 -2.693 -0.104
H -2.067 -5.311 -1.267
H -4.820 1.135 -1.939
H -0.776 1.655 4.948
H 1.389 3.345 -0.609
H -9.041 -4.456 0.139
H 7.888 2.308 -1.952
H -0.651 0.498 3.832
H 5.024 0.782 -3.598
H -1.761 -0.959 0.344
H 4.411 5.373 3.269
H -2.583 -5.092 0.404
H 6.017 3.489 4.831
H -6.861 -0.166 -0.986
H 6.939 0.790 -2.236
H -4.619 -2.837 -4.195
H 2.944 5.663 -1.885
H 5.939 1.350 -5.074
H -7.650 -4.328 -1.900
H 1.338 -1.241 -2.529
H -1.019 2.257 2.360
H -1.311 -4.951 2.218
```

ΔE to the lowest compared entry with this formula, charge and spin = 0.00 kJ/mol
F_max = 0.05749 hartree/bohr
E = -6494.67280 Ha
spin multiplicity = 1
highest occupied orbital energy = -7.41 eV

Atom charges from the Löwdin analysis, given in e for atoms 1 to 5: atom 1 (Br): 0.606, atom 2 (Ca): 1.392, atom 3 (Cl): 0.685, atom 4 (O): 0.127, atom 5 (O): -0.224

***

One molecule with the formula C6H9N, computed with ωB97M-V/def2-TZVPD.

```
16
C6H9N ωB97M-V/def2-TZVPD
N -2.298 -0.598 -1.415
C 2.617 0.882 1.970
C 0.969 -0.488 0.380
C 1.719 0.124 1.098
C -1.395 -0.553 -0.272
C -0.020 -1.157 -0.475
C -1.776 0.694 -0.964
H 0.250 -1.051 -1.533
H -0.045 -2.233 -0.263
H -1.068 1.165 -1.644
H 2.398 1.954 1.913
H -3.260 -0.721 -1.111
H 3.663 0.736 1.685
H 2.504 0.571 3.014
H -2.442 1.384 -0.451
H -1.818 -0.708 0.721
```

ΔE to the lowest compared entry with this formula, charge and spin = 270.87 kJ/mol
F_max = 0.01028 hartree/bohr
E = -288.67887 Ha
spin multiplicity = 1
highest occupied orbital energy = -9.40 eV
SMILES = CC#CC[C@H]1CN1

Atom charges from the Löwdin analysis, given in e for atoms 1 to 5: atom 1 (N): 0.013, atom 2 (C): -0.114, atom 3 (C): -0.040, atom 4 (C): -0.084, atom 5 (C): -0.350

***

A 4-piece molecular cluster, C26H47FN3O8P overall at a distorted geometry, computed with ωB97M-V/def2-TZVPD.

```
86
C26H47FN3O8P ωB97M-V/def2-TZVPD
P 0.665 2.722 2.355
F 1.705 -0.350 2.158
O 6.645 0.260 -6.889
O 2.312 2.528 2.928
O -8.025 0.895 1.482
O 5.324 3.129 -2.796
O -0.120 4.168 2.932
O -0.136 -2.695 3.266
O -2.607 2.151 3.697
O 0.789 2.881 0.755
N 4.400 1.351 -0.724
N 6.806 -2.517 -6.132
N -9.747 -0.921 2.913
C 7.931 -1.615 -5.842
C -4.470 -2.596 0.777
C -10.038 1.263 3.962
C -5.180 -1.121 0.941
C 6.326 1.133 -5.816
C 5.505 3.206 0.413
C -2.279 -4.321 1.156
C -7.796 0.631 2.870
C 0.241 -0.249 2.483
C -4.456 0.196 1.660
C -0.740 -4.316 0.552
C -2.930 -2.830 1.362
C -2.047 1.193 2.935
C 7.920 -0.380 -6.772
C -2.441 -5.307 2.498
C -8.614 2.158 1.215
C 5.119 4.504 -2.510
C 6.264 2.479 -1.936
C -2.936 -0.035 2.229
C -2.216 -1.537 2.072
C -0.675 -1.638 2.653
C -9.046 0.146 3.641
C 5.685 2.048 -0.568
C 7.911 -1.261 -4.355
C -0.408 1.117 2.611
C -3.321 -4.588 3.703
H 6.033 4.994 -2.161
H 5.953 -1.950 -6.128
H 4.546 0.520 -1.296
H -1.415 -5.720 2.879
H 8.616 -0.453 -4.136
H -3.515 -5.431 4.516
H -8.332 2.457 0.202
H 8.205 -2.131 -3.755
H 6.922 -0.957 -4.007
H -7.050 -0.175 2.899
H -6.270 -0.924 0.507
H -5.070 -3.463 0.230
H 5.372 2.822 1.432
H 6.576 1.571 -2.469
H -8.701 -0.262 4.599
H -9.702 2.074 1.239
H -5.025 1.218 1.723
H 2.768 2.022 2.168
H 8.174 -0.720 -7.785
H -4.361 -4.304 3.251
H -10.637 1.556 3.097
H -10.741 0.934 4.737
H 3.801 1.944 -1.306
H -9.903 -0.585 1.958
H -2.689 -3.687 4.102
H 5.824 0.578 -5.022
H -9.109 -1.707 2.792
H 7.209 1.648 -5.425
H 5.623 1.884 -6.186
H -0.046 -4.687 1.449
H -9.521 2.151 4.338
H -7.333 1.497 3.357
H 6.882 -2.831 -7.099
H -0.625 -5.049 -0.382
H -8.273 2.929 1.911
H 7.166 3.091 -1.816
H -0.313 4.773 2.135
H 4.791 4.997 -3.429
H 6.385 3.857 0.415
H 6.400 1.351 -0.115
H 4.320 4.616 -1.776
H -2.942 -4.858 0.320
H 8.692 0.346 -6.488
H -3.078 -6.265 2.178
H 4.628 3.817 0.189
H -0.418 -3.211 0.312
H 8.864 -2.158 -6.031
```

F_max = 0.17257 hartree/bohr
E = -2225.73433 Ha
spin multiplicity = 1
highest occupied orbital energy = -9.22 eV
SMILES = CC[C@H](C)c1cccc2c1C(=O)C(F)=C(P(=O)(O)O)C2=O.COC[C@@H](C)N.COC[C@@H](C)N.COC[C@@H](C)N

Atom charges from the Löwdin analysis, given in e for atoms 1 to 5: atom 1 (P): 0.774, atom 2 (F): -0.043, atom 3 (O): -0.195, atom 4 (O): -0.224, atom 5 (O): -0.221

***

One molecule with the formula C21H29N3S2 at a distorted geometry, computed with ωB97M-V/def2-TZVPD.

```
55
C21H29N3S2 ωB97M-V/def2-TZVPD
S 2.508 -1.798 -2.192
S -2.126 0.781 -3.361
N 2.654 -0.229 -0.176
N 1.302 0.500 -1.886
N -0.843 2.170 0.594
C -0.573 -0.044 -3.251
C -3.424 1.803 2.704
C -4.218 1.556 1.303
C -0.304 0.907 -0.151
C -3.248 1.613 0.053
C -1.170 -1.695 -2.864
C 0.793 1.403 -1.280
C 2.824 -2.428 0.892
C 2.229 -0.453 -1.445
C 1.496 -3.021 0.578
C 5.561 -1.455 1.779
C -2.125 1.182 2.849
C 3.410 -1.378 0.728
C -2.160 2.332 -0.015
C 5.056 -2.865 1.983
C 4.701 -0.848 1.047
C -2.446 -1.615 -2.910
C -3.023 -0.580 -3.238
C 0.729 0.238 -3.448
C -0.937 1.873 2.116
C 3.702 -3.264 1.486
H -2.183 0.153 2.259
H -1.980 2.758 -1.103
H -4.818 0.784 1.225
H 0.751 -1.995 0.479
H -4.891 2.582 1.376
H -4.124 -0.503 -3.204
H -0.006 1.607 2.342
H -0.958 0.349 -0.480
H 0.277 0.329 0.726
H -2.901 -2.558 -2.596
H 0.244 2.339 -1.620
H 3.494 -4.281 1.817
H 2.507 0.700 0.316
H -0.343 -2.278 -2.562
H 5.748 -3.550 2.445
H 1.097 -3.773 1.335
H -2.283 3.637 0.236
H -2.974 0.450 -0.117
H -3.934 1.512 -0.848
H -0.941 3.136 2.414
H 5.033 0.271 0.561
H 0.678 1.367 -3.730
H -4.028 1.396 3.519
H -1.777 1.031 3.616
H 1.654 2.096 -0.680
H -3.309 3.014 2.667
H 1.536 -0.414 -3.842
H 6.600 -1.422 1.899
H 1.463 -3.422 -0.348
```

ΔE to the lowest compared entry with this formula, charge and spin = 1912.76 kJ/mol
F_max = 0.34644 hartree/bohr
E = -1777.53417 Ha
spin multiplicity = 1
highest occupied orbital energy = -7.64 eV
SMILES = Cc1ccccc1NC(=S)N(CCN1CCCCCC1)Cc1cccs1

Atom charges from the Löwdin analysis, given in e for atoms 1 to 5: atom 1 (S): 0.804, atom 2 (S): 1.066, atom 3 (N): 0.055, atom 4 (N): -0.140, atom 5 (N): -0.120

***

C18H17N4O4V as an isolated structure, computed with ωB97M-V/def2-TZVPD.

```
44
C18H17N4O4V ωB97M-V/def2-TZVPD
V 0.610 -0.321 -0.084
O -1.102 0.010 0.028
O 2.271 0.065 -0.277
O 0.610 -0.619 2.943
O 0.471 -1.629 -1.544
N 0.649 -1.314 1.754
N -0.954 2.000 -0.997
N 0.354 1.561 -0.912
N 0.486 -2.168 -0.391
C 0.393 -3.175 0.381
C 3.552 3.116 -1.792
C -5.268 0.311 0.384
C -3.898 0.192 0.249
C 4.515 0.722 -0.693
C 2.653 2.167 -1.298
C -1.730 1.138 -0.457
C 0.464 -2.594 1.781
C 1.244 2.402 -1.344
C 0.198 -4.597 0.003
C -5.178 2.519 -0.590
C 5.387 1.685 -1.192
C -5.906 1.472 -0.035
C 0.335 -3.430 2.986
C -3.166 1.243 -0.309
C 3.164 0.984 -0.750
C 4.913 2.874 -1.737
C -3.809 2.411 -0.731
H 4.877 -0.205 -0.272
H 0.233 -2.829 3.884
H 0.876 3.344 -1.741
H -3.232 3.218 -1.160
H -3.396 -0.709 0.574
H -0.778 -4.723 -0.470
H 0.252 -5.241 0.876
H -5.683 3.420 -0.912
H 1.220 -4.069 3.070
H -6.978 1.563 0.072
H 6.452 1.500 -1.154
H -0.527 -4.093 2.885
H 0.961 -4.905 -0.713
H 3.173 4.037 -2.219
H -5.843 -0.497 0.814
H 1.530 -0.448 3.207
H 5.608 3.607 -2.119
```

ΔE to the lowest compared entry with this formula, charge and spin = 0.00 kJ/mol
F_max = 0.01210 hartree/bohr
net charge = +2
E = -2159.44115 Ha
spin multiplicity = 1
highest occupied orbital energy = -14.30 eV

Atom charges from the Löwdin analysis, given in e for atoms 1 to 5: atom 1 (V): 1.179, atom 2 (O): -0.119, atom 3 (O): -0.119, atom 4 (O): 0.049, atom 5 (O): 0.042

***

C22H24MnN6O2S2 as an isolated structure at a distorted geometry, computed with ωB97M-V/def2-TZVPD.

```
57
C22H24MnN6O2S2 ωB97M-V/def2-TZVPD
Mn -0.282 0.856 0.307
S -4.351 -1.226 0.532
S 3.217 -2.263 1.086
O 0.147 0.116 2.938
O 0.437 2.507 1.546
N 0.106 1.527 -1.959
N -3.803 0.739 2.256
N 1.212 -0.782 0.440
N 3.233 0.393 0.565
N -2.008 -0.278 1.139
N -1.015 -0.405 -0.816
C -0.527 -2.017 -2.637
C 1.635 -2.957 1.024
C 1.108 3.641 1.005
C -0.023 0.397 -2.704
C 0.573 2.497 2.971
C -0.747 -3.258 -1.935
C -0.540 -0.749 -2.013
C -0.819 -3.479 -0.612
C -3.045 -1.795 -0.382
C 2.514 -0.746 0.636
C -0.199 -2.051 -4.013
C -1.730 -1.261 0.090
C 0.698 -2.046 0.657
C -3.264 -0.143 1.418
C 1.073 -0.618 3.731
C 0.640 1.519 -4.724
C 0.267 0.327 -4.081
C 0.461 2.629 -2.602
C -0.761 -2.435 0.480
C -0.241 1.336 3.530
C 0.154 -0.934 -4.720
C 0.722 2.669 -3.975
H 1.484 -3.986 1.281
H 0.621 4.563 1.337
H 2.826 1.174 0.068
H -4.801 0.779 2.378
H -1.112 -2.857 1.427
H -0.225 -3.004 -4.520
H 2.036 -0.106 3.815
H -0.912 -4.501 -0.275
H 0.383 -1.002 -5.771
H 1.633 2.380 3.230
H 4.238 0.325 0.566
H 0.205 3.445 3.382
H -1.296 1.483 3.273
H 0.834 1.519 -5.786
H -0.788 -4.131 -2.573
H -3.238 1.394 2.771
H 0.662 -0.782 4.732
H 1.213 -1.583 3.249
H -0.139 1.301 4.621
H 0.530 3.547 -2.032
H 2.158 3.657 1.322
H 1.053 3.573 -0.080
H -3.194 -2.508 -1.163
H 0.987 3.608 -4.429
```

F_max = 0.04889 hartree/bohr
net charge = +2
E = -3278.49703 Ha
spin multiplicity = 2
highest occupied orbital energy (spin up / spin down) = -12.31 / -12.32 eV

Atom charges from the Löwdin analysis, given in e for atoms 1 to 5: atom 1 (Mn): 0.850, atom 2 (S): 1.277, atom 3 (S): 1.126, atom 4 (O): -0.239, atom 5 (O): -0.286

***

- The lowest F_max belongs to which entry?
  C6H9N

***

- Which value of E does entry 2 give?
  -288.67887 Ha

***

- Among the records above, which one has the highest E?
  C6H9N